Record 1
Here is a 14-piece molecular cluster, C37H74BBrCl26FN2O6 overall from the OMol25 dataset. Energies are from wB97M-V/def2-TZVPD.

Properties
- Max |F|: 1.41 eV Å⁻¹
- Total energy: -16678.6515 hartree

ORCA input file:
```
! RIJCOSX wB97M-V def2-TZVPD def2/J DEFGRID3
* xyz 1 1
C 5.818 1.344 -0.555
C 4.383 1.908 -0.363
C 3.371 0.979 -1.028
C 1.881 1.411 -1.074
C 1.867 2.850 -1.618
C 1.023 1.200 0.189
Br 1.575 2.499 1.627
C -0.424 1.684 -0.125
B -1.088 1.400 -1.589
O -1.320 2.465 -2.414
O -1.444 0.163 -2.036
C -1.125 -0.030 -3.442
C -0.921 -1.498 -3.790
N -1.427 1.282 0.912
O -2.705 1.610 0.379
C -3.326 2.696 1.067
C -4.008 2.300 2.396
N -4.364 0.896 2.417
C -5.663 0.526 1.849
C -5.537 -0.668 0.912
C -6.667 -0.775 -0.104
O -5.483 -1.851 1.728
C -1.385 -0.157 1.203
C -0.016 -0.417 1.822
C 1.121 -0.244 0.820
C 0.989 -1.300 -0.322
C 0.314 -2.642 -0.015
C 1.171 -3.672 0.720
C 0.348 -4.895 1.088
O 1.189 -5.921 1.629
C 1.578 -5.684 2.900
O 2.729 -5.559 3.234
C 2.468 -0.439 1.603
C 2.404 -0.611 3.110
F 3.128 -1.582 1.124
H 6.442 2.058 -1.091
H 6.296 1.145 0.402
H 5.802 0.424 -1.138
H 4.234 2.012 0.711
H 4.368 2.904 -0.798
H 3.662 0.936 -2.076
H 3.517 -0.040 -0.675
H 1.461 0.812 -1.891
H 2.314 3.567 -0.936
H 2.493 2.833 -2.510
H 0.893 3.181 -1.954
H -0.400 2.771 -0.049
H -1.095 3.319 -2.035
H -1.922 0.401 -4.045
H -0.207 0.514 -3.670
H -1.412 -2.149 -3.071
H -1.315 -1.652 -4.784
H 0.142 -1.722 -3.842
H -1.329 1.818 1.781
H -2.637 3.537 1.202
H -4.081 3.029 0.356
H -4.893 2.939 2.481
H -3.364 2.505 3.252
H -4.230 0.501 3.334
H -6.115 1.372 1.335
H -6.315 0.198 2.663
H -4.595 -0.592 0.363
H -6.994 0.218 -0.409
H -7.513 -1.318 0.314
H -6.332 -1.284 -1.004
H -4.673 -2.330 1.539
H -1.586 -0.702 0.287
H -2.153 -0.386 1.938
H 0.082 0.325 2.617
H -0.032 -1.416 2.246
H 1.951 -1.476 -0.794
H 0.385 -0.846 -1.110
H -0.632 -2.549 0.521
H 0.044 -3.071 -0.985
H 2.056 -3.968 0.163
H 1.500 -3.233 1.666
H -0.201 -5.314 0.247
H -0.382 -4.602 1.855
H 0.758 -5.624 3.632
H 3.162 0.371 1.402
H 3.429 -0.728 3.457
H 1.960 0.246 3.610
H 1.885 -1.530 3.386
C 4.379 3.822 4.179
Cl 4.632 2.162 3.618
Cl 2.670 4.205 4.456
H 4.908 3.945 5.117
H 4.776 4.494 3.426
C 5.560 -4.306 0.342
Cl 7.100 -3.444 0.387
Cl 4.480 -3.662 -0.907
H 5.749 -5.349 0.123
H 5.069 -4.195 1.302
C 4.170 -1.295 -4.654
Cl 2.770 -1.424 -3.567
Cl 5.300 -0.035 -4.161
H 4.693 -2.244 -4.655
H 3.798 -1.053 -5.640
C -7.170 -0.539 -3.931
Cl -8.601 -0.641 -2.899
Cl -6.084 0.780 -3.452
H -6.621 -1.470 -3.850
H -7.481 -0.363 -4.955
C -4.924 0.303 -7.288
Cl -4.627 -1.415 -7.574
Cl -6.639 0.657 -7.041
H -4.386 0.605 -6.397
H -4.587 0.860 -8.154
C -0.466 -3.702 -7.363
Cl -1.816 -3.838 -6.223
Cl 0.633 -2.384 -6.911
H 0.087 -4.633 -7.354
H -0.862 -3.497 -8.350
C 0.236 5.438 7.851
Cl 0.985 7.026 8.013
Cl -0.047 5.002 6.158
H 0.900 4.698 8.282
H -0.718 5.451 8.363
C 4.294 1.136 -8.225
Cl 4.022 -0.601 -8.011
Cl 3.936 2.051 -6.751
H 5.336 1.285 -8.479
H 3.649 1.491 -9.019
C -6.896 -2.942 4.504
Cl -7.444 -4.609 4.710
Cl -5.806 -2.429 5.804
H -6.363 -2.862 3.565
H -7.762 -2.292 4.507
C 1.296 0.523 6.541
Cl 2.792 1.429 6.759
Cl 0.282 1.191 5.240
H 1.548 -0.498 6.282
H 0.727 0.560 7.461
C 1.521 5.572 -4.820
Cl 0.859 3.929 -4.829
Cl 2.618 5.845 -3.457
H 2.069 5.724 -5.741
H 0.699 6.272 -4.741
C -4.757 -7.278 4.296
Cl -5.057 -8.437 5.592
Cl -4.347 -8.067 2.766
H -5.653 -6.688 4.148
H -3.925 -6.648 4.587
C 7.963 6.081 3.819
Cl 6.784 5.704 2.549
Cl 8.639 4.621 4.542
H 8.765 6.658 3.375
H 7.460 6.648 4.592
*
```

Löwdin atomic charge list, values in e, 6 entries: -0.076 -0.247 -0.197 -0.325 -0.096 -0.484

=====

Record 2
Here is a 5-piece molecular cluster, C37H75BrN3O16S overall from the OMol25 dataset. Energies are from wB97M-V/def2-TZVPD.

Properties
- Max |F|: 2.31 eV Å⁻¹
- Total energy: -5794.8704 hartree

ORCA input file:
```
! RIJCOSX wB97M-V def2-TZVPD def2/J DEFGRID3
* xyz -1 1
O -7.384 4.033 0.869
C -6.287 3.686 1.240
C -5.007 4.478 0.976
N -3.971 3.515 0.618
C -3.324 3.009 1.820
C -2.396 1.824 1.574
C -3.151 0.508 1.468
C -2.224 -0.714 1.577
C -2.135 -1.303 2.977
C -3.395 -2.056 3.430
C -3.354 -3.552 3.058
S -2.953 -4.604 4.494
C -4.092 -5.920 4.516
N -4.693 -6.508 3.561
N -5.498 -7.450 4.147
C -5.332 -7.390 5.389
O -4.427 -6.434 5.703
C -3.079 3.986 -0.417
Br -1.403 4.845 0.223
C -2.711 2.900 -1.507
O -3.147 1.738 -1.376
O -2.040 3.356 -2.429
H -6.190 2.745 1.821
H -4.761 4.975 1.930
H -5.260 5.179 0.187
H -4.124 2.614 2.457
H -2.854 3.793 2.430
H -1.700 1.986 0.756
H -1.782 1.745 2.484
H -3.781 0.467 0.583
H -3.830 0.456 2.332
H -2.645 -1.485 0.922
H -1.236 -0.477 1.181
H -1.304 -2.018 3.031
H -1.897 -0.544 3.728
H -3.560 -1.980 4.506
H -4.280 -1.628 2.956
H -4.296 -3.886 2.630
H -2.566 -3.720 2.326
H -5.828 -8.002 6.111
H -3.597 4.759 -0.975
C -1.283 -2.323 6.995
O -1.069 -1.020 7.500
C -1.052 -0.970 8.917
C 0.026 -0.021 9.402
O 1.351 -0.491 9.189
C 1.783 -0.496 7.832
C 1.980 0.882 7.231
O 0.734 1.507 6.968
C 0.741 2.897 7.213
H -2.332 -2.611 7.116
H -1.036 -2.322 5.934
H -0.635 -3.052 7.494
H -0.878 -1.965 9.339
H -2.029 -0.609 9.266
H -0.085 0.077 10.486
H -0.107 0.977 8.986
H 1.123 -1.106 7.217
H 2.757 -0.993 7.836
H 2.506 0.789 6.272
H 2.590 1.488 7.910
H 1.141 3.122 8.209
H -0.290 3.246 7.174
H 1.324 3.424 6.451
C 2.173 -0.636 3.741
O 2.160 -0.946 2.367
C 3.053 -0.159 1.596
C 3.726 -0.979 0.518
O 4.705 -1.906 0.969
C 4.278 -3.068 1.667
C 3.506 -4.063 0.826
O 2.190 -3.600 0.581
C 1.702 -3.893 -0.712
H 1.668 0.322 3.912
H 1.628 -1.419 4.268
H 3.193 -0.598 4.144
H 3.814 0.308 2.230
H 2.466 0.632 1.113
H 4.277 -0.280 -0.118
H 2.990 -1.466 -0.121
H 3.729 -2.810 2.574
H 5.204 -3.553 1.987
H 3.427 -5.011 1.375
H 4.048 -4.241 -0.109
H 2.411 -3.575 -1.483
H 0.778 -3.334 -0.853
H 1.490 -4.964 -0.814
C 4.375 -0.357 -5.836
O 3.381 -1.277 -6.236
C 3.583 -2.590 -5.737
C 2.276 -3.221 -5.300
O 1.727 -2.676 -4.111
C 1.184 -1.361 -4.170
C -0.082 -1.219 -4.986
O 0.193 -1.288 -6.380
C -0.814 -1.962 -7.105
H 5.311 -0.537 -6.377
H 4.015 0.645 -6.072
H 4.554 -0.409 -4.757
H 4.282 -2.588 -4.893
H 4.015 -3.193 -6.547
H 2.482 -4.269 -5.064
H 1.546 -3.225 -6.111
H 1.940 -0.642 -4.487
H 0.931 -1.114 -3.136
H -0.524 -0.237 -4.778
H -0.795 -1.996 -4.690
H -1.049 -2.931 -6.651
H -0.440 -2.140 -8.113
H -1.719 -1.347 -7.163
C -0.517 1.811 -8.047
O -0.193 3.032 -7.419
C 0.118 2.874 -6.040
C 1.287 3.742 -5.627
O 2.553 3.314 -6.125
C 2.823 3.480 -7.509
C 2.986 4.919 -7.959
O 1.738 5.590 -8.013
C 1.809 6.937 -7.603
H -1.512 1.473 -7.734
H -0.519 1.975 -9.125
H 0.227 1.039 -7.820
H 0.350 1.829 -5.809
H -0.765 3.173 -5.462
H 1.372 3.671 -4.540
H 1.105 4.792 -5.855
H 2.088 2.954 -8.120
H 3.782 2.980 -7.670
H 3.413 4.927 -8.970
H 3.677 5.430 -7.279
H 2.313 7.031 -6.635
H 0.790 7.304 -7.492
H 2.328 7.546 -8.354
*
```

Löwdin atomic charge list, values in e, 6 entries: 0.031 -0.227 -0.148 -0.166 -0.255 -0.201

=====

Record 3
Here is C37H75F5N8ORbSSi4 as an isolated structure from the OMol25 dataset. Energies are from wB97M-V/def2-TZVPD.

Properties
- Max |F|: 0.50 eV Å⁻¹
- Total energy: -4047.9447 hartree

ORCA input file:
```
! RIJCOSX wB97M-V def2-TZVPD def2/J DEFGRID3
* xyz -1 1
Rb -0.529 -0.030 -0.583
C -0.717 5.324 -0.843
C -1.017 4.354 -1.992
N -1.679 3.128 -1.566
C -3.125 3.223 -1.502
C -3.784 1.850 -1.460
N -3.241 0.979 -0.426
C -3.554 1.392 0.950
C -2.398 2.194 1.575
C -1.426 1.326 2.400
N -0.030 1.504 1.977
C 0.658 2.631 2.593
C 0.416 3.953 1.870
N 0.798 3.866 0.469
C 0.679 5.126 -0.248
H -1.473 5.203 -0.059
H -0.785 6.354 -1.207
H -0.076 4.069 -2.466
H -1.619 4.876 -2.754
H -1.415 2.384 -2.202
H -3.540 3.761 -2.369
H -3.413 3.799 -0.613
H -3.626 1.362 -2.427
H -4.866 2.005 -1.340
H -3.592 0.037 -0.571
H -3.741 0.493 1.543
H -4.468 2.003 0.963
H -2.805 3.003 2.192
H -1.820 2.639 0.760
H -1.699 0.276 2.264
H -1.533 1.553 3.470
H 0.490 0.662 2.195
H 1.733 2.436 2.573
H 0.365 2.750 3.647
H 0.989 4.732 2.399
H -0.640 4.232 1.936
H 1.737 3.495 0.402
H 1.403 5.128 -1.067
H 0.921 5.986 0.397
C -3.180 -3.199 -2.140
C -3.467 -3.584 -0.709
C -3.988 -4.840 -0.431
C -4.259 -5.146 0.904
C -4.030 -4.207 1.880
C -3.516 -2.916 1.540
N -3.209 -2.664 0.227
N -3.292 -1.934 2.427
Si -3.900 -1.849 3.998
C -3.194 -3.030 5.303
C -3.530 -0.141 4.701
C -5.782 -2.047 4.069
H -4.036 -3.429 -2.780
H -2.318 -3.748 -2.527
H -2.965 -2.134 -2.207
H -4.176 -5.550 -1.226
H -4.659 -6.119 1.166
H -4.234 -4.430 2.922
H -2.142 -2.799 5.512
H -3.247 -4.082 5.003
H -3.749 -2.919 6.241
H -2.458 -0.005 4.895
H -4.063 -0.003 5.652
H -3.854 0.648 4.011
H -6.116 -2.810 3.357
H -6.262 -1.103 3.784
H -6.147 -2.327 5.063
C -0.958 2.132 -4.819
O -0.314 1.438 -3.767
Si 1.351 1.097 -3.776
C 1.833 0.934 -5.595
C 2.207 2.666 -3.172
C 1.596 -0.340 -2.729
Si 3.251 -0.486 -1.986
C 3.537 0.710 -0.539
C 4.668 -0.178 -3.209
C 3.662 -2.172 -1.229
Si 0.771 -1.863 -3.325
C -0.870 -1.540 -4.210
C 0.400 -3.084 -1.906
C 1.774 -2.866 -4.583
H -0.934 1.562 -5.754
H -0.502 3.114 -5.009
H -2.005 2.295 -4.548
H 1.758 1.881 -6.144
H 1.196 0.198 -6.101
H 2.867 0.578 -5.668
H 1.964 3.537 -3.794
H 3.297 2.544 -3.182
H 1.905 2.880 -2.139
H 3.560 1.752 -0.883
H 4.492 0.501 -0.038
H 2.735 0.621 0.206
H 4.590 0.818 -3.659
H 4.612 -0.909 -4.025
H 5.657 -0.261 -2.741
H 3.053 -2.368 -0.338
H 4.716 -2.199 -0.927
H 3.494 -2.994 -1.935
H -1.533 -0.889 -3.632
H -1.398 -2.477 -4.417
H -0.685 -1.039 -5.169
H -0.419 -2.756 -1.253
H 1.293 -3.204 -1.286
H 0.131 -4.075 -2.290
H 2.003 -2.255 -5.464
H 1.242 -3.767 -4.917
H 2.729 -3.182 -4.143
N 2.566 -2.684 3.830
C 1.599 -2.893 2.741
C 0.275 -2.208 3.014
N -0.482 -2.178 1.767
H 3.392 -3.249 3.685
H 2.174 -2.926 4.733
H 3.056 -1.033 3.600
H 1.421 -3.955 2.547
H 2.023 -2.455 1.835
H 0.460 -1.181 3.350
H -0.246 -2.725 3.835
H -1.451 -1.900 1.974
H -0.579 -3.131 1.428
F 8.396 1.074 0.832
C 7.208 0.894 1.401
C 6.425 1.975 1.743
F 6.854 3.209 1.484
C 5.200 1.772 2.346
F 4.468 2.843 2.663
C 4.711 0.506 2.635
S 3.143 0.371 3.400
C 5.515 -0.555 2.264
F 5.117 -1.810 2.497
C 6.744 -0.376 1.657
F 7.485 -1.431 1.321
*
```

natural (NBO) atomic charge list, values in e, 6 entries: 0.872 -0.402 -0.222 -0.641 -0.226 -0.216

=====

max |F| of number 2 (C37H75BrN3O16S)? 2.31 eV Å⁻¹

=====

Among the records above, which one has the lowest max |F|? C37H75F5N8ORbSSi4

=====

Among the records above, which one has the highest max |F|? C37H75BrN3O16S

=====

The highest max |F| belongs to which entry? C37H75BrN3O16S